ORCA calculation (wB97M-V/def2-TZVPD) on C4H8O in the gas phase.

```
! RIJCOSX wB97M-V def2-TZVPD def2/J DEFGRID3
* xyz 0 1
C -1.826 -0.104 0.030
C 0.577 -0.078 0.059
C 0.487 1.433 -0.012
C 1.704 -0.772 0.022
H -1.788 0.982 -0.552
H -2.572 -0.891 -0.474
H -2.168 0.037 1.209
H -0.183 1.887 0.757
H 0.100 1.747 -0.983
H 1.486 1.796 0.091
H 2.716 -0.361 -0.008
H 1.506 -1.867 0.043
O -0.593 -0.776 -0.085
*
```

## Properties
* ΔE to the lowest compared entry with this formula, charge and spin: 45.75 kcal/mol
* SMILES string: C=C(C)OC

ORCA calculation (wB97M-V/def2-TZVPD) on C4H8O in the gas phase.

```
! RIJCOSX wB97M-V def2-TZVPD def2/J DEFGRID3
* xyz 0 1
C -1.244 0.941 0.896
C 0.705 -0.106 -0.656
C 0.674 -1.605 -0.527
C -0.012 0.972 0.035
O 1.262 0.544 0.491
H -1.486 -0.032 1.334
H -1.163 1.685 1.701
H -2.081 1.252 0.261
H 1.108 0.219 -1.619
H 1.720 -1.915 -0.642
H 0.101 -2.108 -1.313
H 0.342 -1.941 0.460
H 0.089 1.930 -0.479
*
```

## Properties
* ΔE to the lowest compared entry with this formula, charge and spin: 28.70 kcal/mol
* SMILES string: C[C@@H]1O[C@@H]1C

ORCA calculation (wB97M-V/def2-TZVPD) on C4H8O as an isolated structure.

```
! RIJCOSX wB97M-V def2-TZVPD def2/J DEFGRID3
* xyz 0 1
C 1.654 -0.242 -0.045
C 0.259 0.301 -0.260
C -0.903 -0.693 -0.058
C -1.479 1.101 0.710
O -0.088 1.248 0.738
H 2.397 0.552 -0.166
H 1.745 -0.653 0.966
H 1.866 -1.032 -0.774
H 0.169 0.767 -1.256
H -1.431 -1.039 -0.948
H -0.646 -1.526 0.606
H -1.704 -0.156 0.792
H -1.839 1.372 -0.308
*
```

## Properties
* ΔE to the lowest compared entry with this formula, charge and spin: 109.82 kcal/mol

ORCA calculation (wB97M-V/def2-TZVPD) on C4H8O in the gas phase.

```
! RIJCOSX wB97M-V def2-TZVPD def2/J DEFGRID3
* xyz 0 1
C 1.515 -0.184 -0.889
C 0.016 -0.024 -0.671
C -0.417 -0.320 0.781
C -1.602 0.549 1.112
O -2.738 0.295 0.788
H 1.849 -1.197 -0.642
H 2.076 0.515 -0.256
H 1.781 0.017 -1.932
H -0.273 0.998 -0.950
H -0.545 -0.683 -1.342
H -0.699 -1.372 0.893
H 0.402 -0.097 1.475
H -1.363 1.502 1.633
*
```

## Properties
* ΔE to the lowest compared entry with this formula, charge and spin: 9.19 kcal/mol
* SMILES string: CCCC=O

LUMO level for the records above, in order: 0.951; 1.128; 0.846; 1.064 eV
Gap between HOMO and LUMO for the records above, in order: 9.5; 11.0; 9.1; 10.9 eV